{"formula": "C39H29IrN2O2P", "method": "ωB97M-V/def2-TZVPD", "multiplicity": 1, "homo_energy_ev": -10.17, "homo_lumo_gap_ev": 5.804, "de_lowest_kcal_mol": 0.00, "charge": 1, "total_energy_ha": -2208.9969, "species": ["C", "C", "C", "H", "C", "C", "H", "C", "C", "H", "C", "H", "C", "H", "N", "H", "C", "C", "H", "H", "C", "H", "Ir", "C", "H", "O", "C", "C", "C", "C", "C", "C", "H", "C", "H", "C", "H", "H", "H", "C", "H", "H", "H", "H", "H", "H", "C", "C", "H", "H", "C", "H", "C", "C", "C", "C", "C", "P", "H", "H", "C", "C", "C", "C", "H", "C", "C", "O", "C", "H", "H", "N", "C", "C"], "positions_angstrom": [[-3.890934, 0.345077, -2.474735], [0.714643, 0.086682, 1.995602], [1.434329, -4.324990, 3.714153], [-2.580432, 2.619904, -0.616063], [-4.272100, -2.155366, 1.892815], [2.897652, -3.649114, 1.421618], [-4.712213, -0.323082, -2.751430], [3.427155, -0.023543, 1.448413], [-0.880628, 2.554351, 0.685839], [1.178043, -0.968524, 3.795534], [3.522819, -4.252041, 2.527451], [-5.465491, -0.099694, -0.509393], [0.802651, -3.715657, 2.653904], [3.591747, -1.052116, 3.316901], [-1.247223, -1.723012, -0.142127], [4.485782, -0.073441, 1.248837], [2.578076, 0.587386, 0.540545], [3.594286, -3.342716, 0.228506], [-0.255972, -3.506333, 2.686424], [3.291446, -5.072249, 4.488034], [1.567262, -0.525192, 2.891254], [-0.347924, 0.146642, 2.197087], [-0.534373, -0.588747, -1.666511], [2.924941, -0.577014, 2.614729], [2.475882, 5.216787, -2.171454], [-2.976859, -0.306372, -1.607985], [1.993176, 4.276416, -2.385515], [-3.462372, -0.855453, -0.442777], [-0.915275, 4.082735, 2.538282], [-4.754000, -0.709234, 0.023514], [1.512248, -3.364210, 1.496165], [1.578526, -2.485861, -0.841440], [-4.592979, -2.661997, 2.788159], [0.694647, 1.850256, -2.924588], [-2.268520, -2.914173, 1.989431], [2.949799, -2.800643, -0.854152], [0.691137, 2.732042, 2.147834], [0.333128, 0.607921, -6.570647], [4.582574, -4.451644, 2.480977], [-0.164344, 0.253637, -4.508797], [2.957040, 1.006845, -0.380853], [1.526090, 3.888061, -0.318851], [-6.175384, -1.237366, 1.525785], [1.589506, 2.680135, -6.111083], [4.649642, -3.560132, 0.166875], [-3.725450, 4.388962, 0.690426], [1.219136, 0.653185, 0.822343], [-5.159209, -1.354280, 1.186445], [-0.439846, 4.497678, 3.414244], [-0.730416, -0.636671, -4.756866], [2.803424, -4.592289, 3.652594], [-3.322731, 0.613908, -3.363097], [1.253342, 2.613681, -3.985807], [-0.276088, 3.086588, 1.822784], [1.900172, 3.827447, -3.675740], [-2.124437, 3.026762, 0.276748], [-2.976156, -2.297547, 1.456273], [-0.003101, 1.323281, -0.334638], [3.479985, -2.598983, -1.773343], [-2.651794, 5.322860, 2.698758], [-2.155999, 4.547778, 2.133515], [0.841145, -2.726391, 0.399575], [0.429371, 0.979824, -5.560104], [-0.003212, 0.646379, -3.204049], [0.868759, -4.596952, 4.592184], [-2.533976, -1.638254, 0.293144], [1.451825, 3.526853, -1.333670], [1.002374, -1.993509, -1.881740], [1.127490, 2.128259, -5.304940], [-4.292958, 1.250216, -2.010687], [2.313277, 4.408497, -4.486012], [-0.404765, -2.377064, 0.603085], [0.822287, 2.334695, -1.600028], [-2.759648, 4.020122, 1.002336]], "atomic_forces_ev_per_a": [[-0.3, 0.4, -0.5], [0.0, 0.1, -0.1], [-0.2, 0.2, -0.3], [-0.1, 0.0, -0.1], [-0.2, 0.1, 0.0], [-0.7, -0.1, 0.4], [0.2, 0.0, 0.1], [0.0, 0.0, 0.1], [-0.7, -0.6, -0.3], [0.0, 0.0, 0.1], [-0.1, -0.1, 0.2], [-0.1, 0.0, -0.1], [0.1, -0.1, 0.2], [0.1, -0.1, 0.1], [4.1, -1.3, -0.1], [0.1, 0.0, -0.1], [-0.2, 0.0, -0.1], [-0.6, 0.3, -0.8], [0.0, 0.0, 0.1], [0.1, 0.0, 0.0], [-0.1, 0.1, 0.1], [-0.1, -0.1, 0.1], [-1.7, 1.1, 0.6], [0.1, 0.1, 0.1], [0.1, 0.1, 0.0], [1.0, -0.1, 0.3], [0.1, 0.1, -0.2], [0.9, -0.7, 0.6], [0.0, 0.1, 0.0], [-0.2, 0.1, 0.0], [0.2, -0.4, 0.4], [-1.0, -0.2, 1.8], [-0.1, -0.1, 0.1], [0.1, 0.4, -0.4], [-0.1, 0.0, 0.0], [0.9, -0.5, -0.1], [0.0, 0.0, 0.0], [0.0, 0.1, -0.1], [0.1, -0.1, 0.0], [0.1, 0.2, 0.1], [0.1, 0.0, -0.1], [0.0, 0.1, 0.1], [-0.1, 0.0, 0.0], [0.0, 0.1, -0.1], [0.1, 0.0, 0.0], [-0.1, 0.0, -0.1], [-0.4, -0.1, -0.1], [0.2, 0.0, -0.1], [0.0, 0.0, 0.1], [0.1, -0.2, 0.1], [0.4, 0.1, -0.2], [0.0, 0.0, 0.1], [-0.2, -0.2, 0.4], [0.2, -0.2, -0.1], [0.0, 0.0, 0.1], [0.0, 0.0, 0.0], [0.3, 0.3, -0.5], [1.7, -0.7, -1.3], [0.1, 0.0, -0.1], [0.0, 0.0, 0.0], [0.0, 0.0, 0.0], [1.2, 0.8, -2.1], [0.0, 0.3, -0.1], [0.3, -0.8, 0.2], [0.0, 0.0, 0.1], [-2.2, 0.0, 1.1], [-0.2, -0.3, 0.1], [-0.6, 2.1, 0.0], [-0.1, -0.2, -0.3], [0.0, -0.1, 0.0], [0.1, 0.1, -0.1], [-3.1, -0.2, 0.7], [-0.1, -0.1, 0.1], [-0.1, 0.0, 0.0]]}